ORCA calculation (ωB97M-V with the def2-TZVPD basis set) on a molecular structure, C21H35BO2P2Ti in a non-equilibrium geometry.

The geometry in XYZ format:
```
62
C21H35BO2P2Ti | the OMol25 dataset | ωB97M-V with the def2-TZVPD basis set
P -2.441 -1.857 0.822
P -1.174 1.554 1.175
C -2.581 -0.440 -0.377
C -1.408 0.533 -0.375
H -3.502 0.091 -0.076
H -2.745 -0.864 -1.377
H -0.449 -0.030 -0.530
H -1.529 1.232 -1.224
C -2.682 2.199 1.955
H -2.423 2.518 2.975
H -3.458 1.422 2.019
H -3.054 3.065 1.389
C -0.211 2.942 0.510
H -0.887 3.763 0.241
H 0.363 2.638 -0.374
H 0.489 3.279 1.282
C -3.541 -3.065 -0.015
H -3.604 -3.935 0.653
H -3.136 -3.367 -0.987
H -4.554 -2.657 -0.136
C -0.822 -2.681 0.556
H -0.066 -2.051 0.084
H -0.945 -3.614 -0.004
H -0.452 -2.960 1.553
Ti 1.436 -0.543 -2.074
C 2.014 1.060 -3.142
C 0.581 0.991 -3.057
C -0.265 0.269 -4.076
C 0.150 -1.193 -4.426
C 0.958 -1.945 -3.394
C 2.385 -1.874 -3.224
C 3.302 -0.994 -4.033
C 2.812 0.462 -4.275
C 2.394 -0.397 -0.186
H 2.503 1.840 -2.548
H 0.063 1.776 -2.509
H -0.298 0.845 -5.025
H -1.312 0.253 -3.735
H -0.797 -1.753 -4.534
H 0.620 -1.224 -5.426
H 0.439 -2.792 -2.935
H 2.859 -2.710 -2.697
H 3.496 -1.448 -5.020
H 4.298 -0.950 -3.566
H 3.712 1.085 -4.433
H 2.266 0.517 -5.235
H 2.730 0.644 -0.010
H 3.282 -1.041 -0.331
H 1.822 -0.734 0.684
O -0.694 -0.275 3.465
B -0.121 0.643 2.549
O 1.084 1.168 3.076
C 0.982 0.915 4.422
C 1.501 1.707 5.428
C 0.795 1.753 6.633
C -0.324 0.954 6.854
C -0.738 0.025 5.895
C -0.108 0.057 4.666
H 2.384 2.324 5.249
H 1.112 2.451 7.414
H -0.921 1.054 7.773
H -1.590 -0.636 6.042
```

Results
- relative energy (zero: lowest compared OMol25 entry of this formula, charge and spin) (eV) = 0.270
- F_max (eV Å⁻¹) = 4.17
- gap between HOMO and LUMO (eV) = 5.83
- charge = +2

From a Mulliken analysis of the wavefunction, the atomic charges in e read: atom 1 (P): 0.323, atom 2 (P): 1.041, atom 3 (C): -1.433, atom 4 (C): 0.779, atom 5 (H): 0.511, atom 6 (H): 0.456, atom 7 (H): -1.026, atom 8 (H): 0.572, atom 9 (C): -1.380, atom 10 (H): 0.388, atom 11 (H): 0.384, atom 12 (H): 0.473, atom 13 (C): -1.192, atom 14 (H): 0.447, atom 15 (H): 0.140, atom 16 (H): 0.409, atom 17 (C): -1.256, atom 18 (H): 0.393, atom 19 (H): 0.381, atom 20 (H): 0.395, atom 21 (C): -0.652, atom 22 (H): -0.127, atom 23 (H): 0.442, atom 24 (H): 0.316, atom 25 (Ti): 0.274, atom 26 (C): -0.359, atom 27 (C): -0.263, atom 28 (C): -1.114, atom 29 (C): -0.812, atom 30 (C): -0.232, atom 31 (C): -0.441, atom 32 (C): -0.806, atom 33 (C): -0.972, atom 34 (C): -1.170, atom 35 (H): 0.595, atom 36 (H): 1.030, atom 37 (H): 0.416, atom 38 (H): 0.393, atom 39 (H): 0.374, atom 40 (H): 0.340, atom 41 (H): 0.664, atom 42 (H): 0.546, atom 43 (H): 0.371, atom 44 (H): 0.447, atom 45 (H): 0.404, atom 46 (H): 0.330, atom 47 (H): 0.263, atom 48 (H): 0.586, atom 49 (H): 0.215, atom 50 (O): -0.385, atom 51 (B): 0.953, atom 52 (O): -0.575, atom 53 (C): 0.798, atom 54 (C): -0.987, atom 55 (C): -0.357, atom 56 (C): -0.534, atom 57 (C): -0.836, atom 58 (C): 0.369, atom 59 (H): 0.449, atom 60 (H): 0.384, atom 61 (H): 0.383, atom 62 (H): 0.478



ORCA calculation (ωB97M-V with the def2-TZVPD basis set) on a molecular structure, C21H35BeF3N2O19 in a non-equilibrium geometry.

The geometry in XYZ format:
```
81
C21H35BeF3N2O19 | the OMol25 dataset | ωB97M-V with the def2-TZVPD basis set
Be -0.749 -0.381 -0.156
C 1.464 -0.515 -3.292
O 0.949 -1.308 -4.395
O 0.955 -1.257 -2.186
C 3.017 -0.279 -3.380
F 3.694 -0.531 -2.216
F 3.558 -1.110 -4.254
F 3.293 0.995 -3.750
C 0.662 -0.509 -5.549
C -0.045 -1.498 -6.548
H 0.582 -2.289 -6.959
H -0.937 -1.955 -6.119
H -0.494 -0.918 -7.354
H 1.542 -0.053 -6.002
H -0.087 0.242 -5.299
H 0.975 0.458 -3.344
N -2.607 -1.597 -3.079
O -2.250 -0.762 -2.275
O -1.706 -2.220 -3.650
O -3.828 -1.887 -3.258
N -4.323 1.087 -0.818
O -4.491 2.276 -1.011
O -5.035 0.262 -1.352
O -3.416 0.647 -0.087
O -0.054 -4.722 0.439
C -0.344 -3.938 -0.557
O 0.126 -4.048 -1.663
O -1.150 -3.019 -0.335
H -0.864 -4.300 0.734
C 0.764 4.217 5.298
O 0.116 3.130 4.613
C 0.896 2.605 3.498
C 0.219 1.392 2.870
O -0.348 1.688 1.561
C -1.508 2.561 1.575
H 1.714 3.898 5.726
H 0.174 4.409 6.195
H 0.924 5.075 4.644
H 1.880 2.208 3.745
H 1.042 3.529 2.938
H -0.599 1.031 3.493
H 0.815 0.481 2.822
H -1.220 3.560 1.903
H -2.153 2.035 2.279
H -1.909 2.595 0.561
O -1.540 -1.343 2.124
C -1.512 -1.858 3.244
O -1.323 -1.137 4.354
C -1.175 -1.921 5.533
C -1.824 -3.253 5.102
C -1.649 -3.313 3.581
H -1.768 -1.366 6.260
H -0.125 -2.081 5.779
H -2.884 -3.349 5.341
H -1.295 -4.069 5.594
H -2.633 -3.626 3.231
H -0.882 -4.000 3.223
O -0.669 1.732 -1.400
C -0.987 2.521 -2.196
O -0.438 3.734 -2.115
C -0.716 4.547 -3.292
C -2.009 3.880 -3.872
C -1.928 2.407 -3.345
H 0.169 4.575 -3.928
H -0.943 5.587 -3.059
H -2.027 3.844 -4.961
H -2.849 4.537 -3.649
H -1.417 1.716 -4.016
H -2.929 2.104 -3.038
O 1.386 -1.035 1.014
C 2.543 -1.261 1.381
O 3.051 -0.724 2.466
C 4.326 -1.316 2.696
C 4.766 -2.094 1.481
C 3.501 -2.297 0.739
H 4.217 -2.024 3.518
H 5.013 -0.577 3.108
H 5.437 -2.937 1.645
H 5.271 -1.360 0.853
H 3.114 -3.293 0.950
H 3.488 -2.235 -0.350
```

Results
- F_max (eV Å⁻¹) = 8.11
- gap between HOMO and LUMO (eV) = 4.50
- charge = -2

From a Mulliken analysis of the wavefunction, the atomic charges in e read: atom 1 (Be): 1.757, atom 2 (C): 0.649, atom 3 (O): -0.258, atom 4 (O): -0.534, atom 5 (C): 0.719, atom 6 (F): -0.226, atom 7 (F): -0.292, atom 8 (F): -0.314, atom 9 (C): 0.249, atom 10 (C): -1.370, atom 11 (H): 0.330, atom 12 (H): 0.261, atom 13 (H): 0.420, atom 14 (H): 0.324, atom 15 (H): -0.178, atom 16 (H): -0.604, atom 17 (N): 0.552, atom 18 (O): -0.174, atom 19 (O): -0.566, atom 20 (O): -0.730, atom 21 (N): 0.935, atom 22 (O): -0.734, atom 23 (O): -0.639, atom 24 (O): -0.486, atom 25 (O): -0.556, atom 26 (C): 0.512, atom 27 (O): -0.654, atom 28 (O): -0.583, atom 29 (H): 0.308, atom 30 (C): -0.811, atom 31 (O): -0.320, atom 32 (C): -0.824, atom 33 (C): 0.220, atom 34 (O): 0.090, atom 35 (C): -0.529, atom 36 (H): 0.329, atom 37 (H): 0.252, atom 38 (H): 0.298, atom 39 (H): 0.374, atom 40 (H): 0.410, atom 41 (H): 0.234, atom 42 (H): -0.025, atom 43 (H): 0.224, atom 44 (H): 0.332, atom 45 (H): -0.077, atom 46 (O): -0.293, atom 47 (C): 0.178, atom 48 (O): -0.299, atom 49 (C): -0.424, atom 50 (C): -0.698, atom 51 (C): -0.171, atom 52 (H): 0.281, atom 53 (H): 0.271, atom 54 (H): 0.304, atom 55 (H): 0.316, atom 56 (H): 0.236, atom 57 (H): 0.245, atom 58 (O): -0.522, atom 59 (C): 0.069, atom 60 (O): -0.424, atom 61 (C): -0.535, atom 62 (C): -0.731, atom 63 (C): 0.946, atom 64 (H): 0.275, atom 65 (H): 0.306, atom 66 (H): 0.336, atom 67 (H): 0.341, atom 68 (H): -0.567, atom 69 (H): 0.135, atom 70 (O): 0.155, atom 71 (C): 0.111, atom 72 (O): -0.321, atom 73 (C): -0.660, atom 74 (C): -0.511, atom 75 (C): -0.252, atom 76 (H): 0.278, atom 77 (H): 0.358, atom 78 (H): 0.375, atom 79 (H): 0.239, atom 80 (H): 0.196, atom 81 (H): 0.159